A cluster of 10 separate species, C58H124N6O12 in total, computed with wB97M-V/def2-TZVPD.

The geometry in XYZ format:
```
200
Properties=species:S:1:pos:R:3:forces:R:3:mulliken_charge:R:1
C -1.297 -4.514 2.773 0.3554 -0.7943 -1.2276 -1.3883
C -1.329 -5.355 1.477 -0.1633 0.1900 -0.0891 -0.1295
C -2.178 -6.601 1.686 0.0405 0.0854 -1.7053 -0.6924
N -2.140 -7.605 0.465 -1.2900 -1.1744 -0.0039 0.0077
C -3.044 -8.797 0.945 1.5212 1.0551 1.3100 -0.7048
C -3.121 -10.023 0.105 0.5950 0.3138 -0.7527 -0.7133
C -1.693 -10.433 -0.293 -0.4804 -0.8427 -1.8339 -0.6139
C -0.770 -9.341 -0.843 0.6459 0.9706 1.4659 -0.8903
C -0.683 -8.173 0.185 -1.4774 0.5432 -0.7826 -0.6219
C -2.865 -7.052 -0.782 1.1711 0.6318 1.4555 -0.9545
H -1.156 -3.471 2.486 0.0537 -0.0419 0.3203 0.3660
H -0.422 -4.881 3.309 -0.4989 0.3348 0.8018 0.3794
H -2.280 -4.661 3.219 0.3100 0.2547 0.7430 0.3644
H -0.323 -5.630 1.160 -0.0368 0.2546 -0.0791 0.2464
H -1.792 -4.699 0.741 0.1469 -0.4089 -0.4944 0.3354
H -3.215 -6.273 1.751 -0.1486 -0.2746 0.0060 0.4033
H -1.939 -7.126 2.611 0.2498 -0.3043 -0.2759 0.3069
H -2.447 -9.071 1.815 -0.5220 -0.2365 0.4955 0.4215
H -3.996 -8.368 1.257 0.0729 0.0041 -0.1075 0.5368
H -3.565 -10.802 0.725 -0.0331 0.0053 -0.0129 0.3823
H -3.771 -9.907 -0.762 0.0577 0.0823 -0.0897 0.3624
H -1.252 -11.043 0.495 0.3308 0.4295 0.1572 0.3280
H -1.801 -11.117 -1.135 -0.0598 -0.3862 0.1060 0.3217
H 0.223 -9.736 -1.057 0.3195 -0.2357 0.9288 0.4461
H -0.873 -8.936 -1.849 -1.3445 0.0604 -0.0134 0.4255
H -0.353 -8.448 1.188 0.2342 -0.1861 -0.1711 0.3310
H -0.120 -7.327 -0.209 0.0720 -0.0971 0.1160 0.5658
H -2.869 -7.787 -1.586 0.1757 0.2443 0.1932 0.4465
H -2.341 -6.124 -1.012 -0.0454 -0.2010 -0.6341 0.3780
H -3.874 -6.801 -0.454 -0.0048 -0.1694 -0.1033 0.3396
C 1.787 1.859 4.681 0.7933 0.4238 0.1453 -1.4175
C 2.721 1.249 3.578 -1.5900 0.5605 -0.6066 -0.1383
C 2.547 1.988 2.198 0.8937 -0.3854 1.0351 -0.8456
N 3.523 1.570 1.006 -0.0339 -0.2908 1.3945 0.2104
C 3.001 2.269 -0.224 1.5919 0.3812 -0.5179 -0.7951
C 3.482 3.727 -0.438 -0.0117 0.5182 0.7573 -0.5778
C 4.981 3.908 -0.235 0.2426 -0.6109 1.3545 -0.8372
C 5.356 3.442 1.243 -0.7461 -0.5104 -2.1769 -0.5887
C 5.034 1.945 1.334 -0.9267 -0.0671 1.2447 -0.7265
C 3.382 0.025 0.772 -0.7217 0.9930 1.0104 -1.2289
H 0.854 2.305 4.339 0.1718 0.1666 -0.4133 0.3503
H 2.359 2.588 5.256 -0.2728 0.3117 -0.0567 0.3354
H 1.479 1.111 5.412 0.2650 -0.2774 -0.1658 0.4095
H 2.263 0.261 3.526 1.1220 -0.4448 -0.4825 0.2883
H 3.759 1.308 3.907 -0.2012 -0.5929 0.0691 0.1840
H 2.672 3.056 2.379 0.3659 0.0351 -0.3523 0.3341
H 1.503 1.894 1.899 0.2184 -0.3188 -0.5922 0.5643
H 1.916 2.173 -0.245 0.1889 -0.1268 -0.1432 0.4793
H 3.531 1.671 -0.965 -0.6361 0.1147 -0.7420 0.5493
H 3.043 4.470 0.228 -0.6653 -0.3492 0.2576 0.3087
H 3.180 4.070 -1.427 -0.0358 -0.3896 -0.1366 0.3900
H 5.295 4.948 -0.321 -0.2058 -0.0398 -0.3432 0.3890
H 5.496 3.295 -0.975 0.4453 0.0563 0.1065 0.3888
H 4.798 4.013 1.986 -0.0374 0.0558 -0.0462 0.3017
H 6.420 3.610 1.406 -0.0409 -0.2589 0.1322 0.3928
H 5.128 1.608 2.366 0.0696 -0.0928 -0.0246 0.3385
H 5.726 1.321 0.768 -0.4723 0.0719 -0.5325 0.5507
H 2.320 -0.067 0.545 0.0984 -0.3163 -0.1581 0.4091
H 3.580 -0.512 1.699 0.0661 0.3340 0.1386 0.4535
H 3.988 -0.453 0.002 0.1827 0.9375 -0.2899 0.5073
C -2.665 6.566 6.347 0.2568 1.2725 0.8696 -1.5252
C -2.976 7.366 5.092 -1.1134 -0.1488 -0.3448 -0.2327
C -4.216 8.282 5.322 -0.1750 -0.5261 -1.5281 -0.5688
N -4.996 8.606 3.981 -1.7339 1.2254 1.1287 0.0415
C -5.810 7.339 3.464 1.1655 1.1452 1.5249 -0.5430
C -6.700 7.736 2.353 -1.6465 0.2676 -2.1091 -0.9194
C -7.751 8.867 2.667 1.3117 -0.5803 0.3434 -0.5845
C -7.067 10.099 3.249 0.7498 0.0693 -0.1440 -0.8125
C -5.952 9.788 4.309 -1.3909 0.2821 -0.2399 -0.7614
C -4.061 9.112 2.901 -0.0057 -2.1653 1.6170 -1.0278
H -2.289 7.273 7.085 0.3075 -0.0823 0.2273 0.3952
H -1.907 5.792 6.229 -0.2893 0.0081 -0.2010 0.3796
H -3.584 6.214 6.817 0.0147 -0.5403 -0.2772 0.3681
H -3.188 6.622 4.324 -0.1484 0.1502 -0.3295 0.2795
H -2.157 7.975 4.710 0.1767 -0.1723 0.2796 0.3894
H -3.947 9.232 5.784 0.0055 0.0666 -0.2327 0.4675
H -4.989 7.824 5.940 0.1534 -0.1396 0.0446 0.3452
H -6.355 6.961 4.329 -0.1300 0.2852 0.1380 0.3158
H -5.044 6.593 3.250 -0.0876 0.1193 -0.4717 0.6077
H -7.268 6.900 1.946 -0.2310 -0.6078 0.8503 0.4197
H -6.168 7.865 1.410 0.5940 0.9248 0.1792 0.3699
H -8.460 8.437 3.375 -0.0594 0.0978 0.1729 0.2957
H -8.331 9.201 1.807 0.1803 -0.4348 -0.1847 0.3712
H -7.840 10.736 3.680 0.1988 -0.0247 0.5346 0.3794
H -6.678 10.740 2.458 0.2940 -0.2757 -0.2429 0.3794
H -6.532 9.715 5.229 0.4291 -1.2438 0.3447 0.4882
H -5.362 10.678 4.527 0.4331 -0.1677 -0.5023 0.4498
H -3.460 9.878 3.389 -0.1746 0.3002 -0.6891 0.3482
H -4.617 9.304 1.983 0.3740 0.3636 0.3011 0.3654
H -3.485 8.187 2.860 0.7357 0.4860 -1.2393 0.5112
C -2.572 0.480 0.283 0.2961 0.5818 1.2870 -1.5007
C -4.048 0.666 0.579 -1.3245 -0.8292 -0.6264 -0.3914
C -4.529 -0.011 1.878 -0.9764 0.8216 -0.0724 -0.6189
N -5.957 0.464 2.422 0.3882 0.8300 0.5291 0.0460
C -5.775 1.958 3.002 0.4635 -1.8018 0.6051 -0.4747
C -4.992 1.947 4.316 0.7945 0.8363 1.7541 -0.7807
C -5.246 0.906 5.437 -0.7322 0.6583 -0.5825 -0.8475
C -5.446 -0.436 4.795 -0.8962 -0.3349 0.3414 -0.5799
C -6.458 -0.401 3.625 1.1630 0.1267 -0.7901 -0.6231
C -7.079 0.536 1.326 2.2260 0.4149 2.1437 -0.9647
H -2.167 0.793 1.246 1.0311 -0.0139 -0.1275 0.3210
H -2.253 1.219 -0.451 -0.0065 -0.1919 -0.0246 0.3675
H -2.176 -0.505 0.037 -0.4573 -0.0469 -0.0489 0.3980
H -4.617 0.239 -0.247 -0.3209 0.3627 -0.1564 0.3413
H -4.201 1.743 0.645 -0.1960 0.0311 -0.1368 0.3486
H -3.814 0.311 2.635 -0.2169 -0.6149 0.3330 0.3960
H -4.646 -1.088 1.757 0.3412 0.0229 0.2484 0.4936
H -5.138 2.541 2.337 -0.6194 -0.1271 -0.5136 0.3451
H -6.777 2.369 3.130 0.0658 -0.1104 -0.2143 0.4288
H -3.924 2.094 4.156 0.1774 -0.6965 -0.5084 0.4180
H -5.151 2.879 4.860 -0.5608 0.5187 -0.5040 0.4263
H -4.508 0.935 6.239 0.6127 -0.1546 -0.5553 0.3882
H -6.116 1.213 6.018 -0.5630 -0.1266 -0.3596 0.3592
H -4.474 -0.848 4.523 -0.1694 -0.1410 -0.4376 0.2292
H -5.877 -1.139 5.507 0.0568 -0.1228 0.0882 0.4583
H -6.648 -1.436 3.341 0.3596 0.0381 -0.7392 0.3816
H -7.467 -0.032 3.812 0.2391 0.4535 0.6320 0.4564
H -6.574 1.219 0.643 -0.8330 -0.4019 -0.7172 0.4358
H -7.883 1.026 1.875 -0.2442 -0.1651 -0.5252 0.4240
H -7.318 -0.485 1.028 0.0791 0.3460 -0.3948 0.3089
C -1.272 4.383 -11.966 -0.0116 -0.6371 0.5637 -1.2292
C -0.961 4.075 -10.468 1.0398 1.1933 0.8636 -0.4890
C -0.919 2.580 -10.025 -1.1156 1.9419 -0.9338 -0.7303
N -0.946 2.284 -8.506 -2.3253 -1.6366 -0.7423 0.1304
C 0.052 3.090 -7.695 0.3953 -0.4175 -2.3878 -0.5199
C 0.381 2.577 -6.347 -0.1243 -1.3311 1.3305 -0.8405
C 0.744 1.059 -6.281 -1.6082 0.3070 -0.0376 -0.7857
C -0.402 0.314 -7.048 1.3163 -1.1250 0.9569 -0.7930
C -0.628 0.804 -8.421 -0.3178 -0.0846 -0.6365 -0.6298
C -2.406 2.418 -7.969 1.7135 1.8574 -0.7339 -0.9869
H -0.592 5.062 -12.480 0.3170 -0.0378 0.5180 0.3413
H -2.247 4.865 -12.032 -0.1101 -0.4336 -0.1808 0.2991
H -1.230 3.452 -12.530 -0.3545 0.0418 -0.2105 0.3686
H -1.551 4.759 -9.857 -0.8229 -0.5646 0.1981 0.3907
H 0.006 4.491 -10.182 0.4843 -0.1317 -0.4488 0.3874
H -0.068 2.197 -10.588 0.3827 -0.5197 0.9574 0.3570
H -1.785 2.122 -10.504 -0.1670 -0.4529 0.5902 0.4496
H 0.851 2.900 -8.410 0.9174 1.0552 0.4184 0.4540
H -0.326 4.113 -7.680 0.3655 0.0121 -0.1972 0.4072
H 1.218 3.102 -5.887 -0.1638 0.4986 -0.3375 0.4338
H -0.507 2.788 -5.750 0.0724 -0.1690 0.5473 0.3396
H 1.780 0.915 -6.588 -0.2386 -0.2852 -0.7299 0.3802
H 0.752 0.713 -5.247 -0.1586 0.1884 0.0594 0.4242
H -0.284 -0.761 -7.185 1.0667 -0.1945 -0.0230 0.4600
H -1.323 0.175 -6.481 -0.1936 1.1202 0.3460 0.3309
H 0.194 0.605 -9.109 0.2720 0.1146 0.3110 0.4511
H -1.476 0.236 -8.803 -0.1624 0.4043 -0.3943 0.4226
H -2.556 3.494 -8.057 -0.3117 0.0777 0.4009 0.4034
H -2.382 2.132 -6.917 -0.3771 -0.2551 -0.3919 0.4460
H -3.145 1.989 -8.645 0.3835 -0.6500 0.3488 0.3262
C 10.046 -2.173 0.808 -1.0679 0.3094 1.3887 -1.5391
C 9.288 -3.222 0.022 0.1684 0.0048 -0.7632 -0.3077
C 8.809 -4.428 0.875 0.1300 -0.4488 -0.5275 -0.7762
N 7.819 -5.435 0.246 0.3361 -0.7403 -1.5247 0.3525
C 7.711 -6.691 1.119 -0.8752 -0.3292 -1.0418 -0.7117
C 6.478 -7.609 0.666 -0.9848 1.9108 0.9664 -0.6636
C 5.125 -6.785 0.655 0.9850 -0.4010 0.1394 -0.6606
C 5.325 -5.620 -0.281 0.7332 0.7623 -0.5093 -0.7151
C 6.494 -4.717 0.154 -1.2650 -0.4638 -0.1810 -0.9469
C 8.254 -5.993 -1.164 -0.8704 1.6976 -0.2446 -1.0456
H 9.393 -1.635 1.495 -0.4502 -0.0345 0.0527 0.3491
H 10.374 -1.380 0.135 0.7495 -0.4137 0.1013 0.4126
H 10.743 -2.625 1.514 0.7690 0.2219 -0.5919 0.3601
H 9.987 -3.452 -0.783 0.0059 -1.0591 0.0625 0.3144
H 8.546 -2.669 -0.554 -0.7691 -0.3716 0.3664 0.4100
H 8.293 -4.124 1.785 -0.0084 0.2975 -0.0457 0.4349
H 9.629 -5.067 1.202 0.3503 0.2601 -0.1430 0.5609
H 7.705 -6.321 2.144 -0.6821 -0.2967 0.1117 0.4951
H 8.639 -7.251 1.002 0.0550 0.1580 -0.1375 0.4449
H 6.441 -8.472 1.331 0.0105 0.0971 -0.0251 0.3796
H 6.397 -7.942 -0.368 1.4411 -0.2833 0.0052 0.3108
H 4.808 -6.417 1.631 -0.0165 -0.2570 0.1434 0.3808
H 4.373 -7.417 0.183 -0.2180 -0.1238 0.4647 0.3280
H 4.454 -4.966 -0.320 -0.0865 -0.0702 -0.0171 0.4434
H 5.490 -5.972 -1.299 -0.1786 -0.0178 -0.1180 0.2405
H 6.165 -4.349 1.125 0.7886 -0.0366 0.4356 0.4958
H 6.589 -3.835 -0.480 0.2726 -0.2630 -0.1972 0.5119
H 8.325 -5.169 -1.874 0.7734 0.5126 0.4834 0.3812
H 7.439 -6.484 -1.696 -0.0735 -0.6482 0.9794 0.3826
H 9.156 -6.605 -1.154 -0.1657 0.2558 0.4704 0.3570
O 2.437 -4.797 -3.660 1.4908 -0.3810 -0.2054 -0.4419
C 1.143 -4.596 -3.489 -5.2442 -2.4062 -1.8866 0.6883
O 0.243 -5.317 -3.987 1.1604 -1.9746 -0.7740 -0.8093
O 0.789 -3.625 -2.858 0.6070 4.1583 2.9994 -0.7155
H 2.612 -3.953 -3.237 1.7347 0.5533 0.2354 0.2891
O 3.595 -3.702 4.650 -3.1245 0.9993 -0.1732 -0.4595
C 4.903 -3.727 4.794 4.0134 3.3586 -1.1141 0.7638
O 5.299 -4.862 5.017 1.6293 -2.9060 0.7906 -0.7817
O 5.585 -2.684 4.619 -0.7888 -0.2196 -0.0092 -0.7838
H 3.613 -4.621 4.929 -1.8083 -1.1984 0.0582 0.2861
O 5.449 -1.553 -4.054 -1.8249 -1.8993 0.4775 -0.3791
C 6.376 -0.656 -4.324 2.0241 3.6693 -0.0471 0.5944
O 6.661 -0.485 -5.509 0.0082 -0.9998 -2.9213 -0.7618
O 6.785 0.091 -3.457 0.7911 0.7412 3.5551 -0.7271
H 5.250 -1.572 -4.993 -1.1750 -1.4933 -0.7418 0.2858
O -1.001 4.801 -0.930 0.7237 -0.5382 -0.9040 -0.4080
C -1.618 4.925 0.264 0.8749 0.2064 3.8836 0.6621
O -0.932 4.862 1.325 0.2327 -0.1336 -1.3614 -0.7317
O -2.839 5.100 0.240 -2.0635 -0.0022 -0.7001 -0.7615
H -1.773 4.662 -1.484 -0.0196 0.2372 -0.6251 0.2652
```
Forces are in eV/Å.

Properties
Frontier orbital gap: 4.114 eV
HOMO energy: -7.9 eV
E_tot: -3514.83167 Ha
Charge: +2
LUMO level: -3.76 eV